[1]
Computed, not measured: C4H7NO2 in the gas phase, with ωB97M-V with the def2-TZVPD basis set.

Geometry as ORCA input:
```
! RIJCOSX wB97M-V def2-TZVPD def2/J DEFGRID3
* xyz 0 1
C 0.3338 0.5225 1.8642
C 0.0525 0.4631 0.3873
C 1.0072 -0.1963 -0.5302
N 0.1160 -0.2703 -1.7204
C -1.1417 -0.5437 -1.4422
O -2.1600 -0.8230 -1.9972
O -1.1061 -0.5714 0.1328
H 0.7317 -0.4295 2.2249
H -0.5680 0.7851 2.4250
H 1.0855 1.2986 2.0455
H -0.4712 1.3708 0.0320
H -0.5033 -1.3716 0.2722
H 1.9126 0.3675 -0.7584
H 0.4155 -0.3150 -2.6829
*
```

The largest force on an atom comes out at 0.69 eV Å⁻¹. As for the frontier orbital gap: 8.0 eV. Its HOMO energy is -7.128 eV. The energy above the lowest of the compared OMol25 structures with the same formula, charge and spin is 95.1 kcal per mole. Its LUMO energy is 0.85 eV.



[2]
Computed, not measured: a molecular structure, C21H37BrN4O4PtSSi3 in a non-equilibrium geometry, with ωB97M-V with the def2-TZVPD basis set.

Geometry as ORCA input:
```
! RIJCOSX wB97M-V def2-TZVPD def2/J DEFGRID3
* xyz 2 1
Pt 0.7258 -0.1958 0.3285
C -0.2454 1.9167 3.7378
O -0.1734 1.6427 2.3340
Si -0.2818 2.8226 1.1596
C 0.8396 4.2614 1.4932
C -1.9983 3.5289 1.0942
C 0.1558 1.7202 -0.3468
Si 1.7123 2.1875 -1.3965
C 2.1674 1.0845 -2.8339
C 3.2310 2.2503 -0.3039
C 1.2662 3.8707 -2.0992
Si -1.3885 1.0806 -1.3550
C -2.3067 2.5151 -2.1266
C -0.9102 -0.0779 -2.7511
C -2.5467 0.2131 -0.1384
H -1.2632 2.1798 4.0302
H 0.4263 2.7293 4.0170
H 0.0638 1.0244 4.2849
H 0.6386 4.6276 2.5055
H 0.6113 5.0852 0.8131
H 1.9036 4.0466 1.4253
H -2.1976 4.0024 2.0616
H -2.7902 2.8048 0.9074
H -2.0640 4.3144 0.3364
H 2.3270 0.0398 -2.5624
H 3.1224 1.4587 -3.2151
H 1.4480 1.1252 -3.6519
H 3.7059 1.2665 -0.2568
H 3.0370 2.5891 0.7125
H 3.9492 2.9398 -0.7567
H 0.2734 3.8886 -2.5461
H 1.9882 4.1157 -2.8833
H 1.3174 4.6501 -1.3374
H -1.6551 3.2251 -2.6335
H -2.9062 3.0589 -1.3983
H -2.9800 2.0876 -2.8755
H -0.7509 0.4921 -3.6685
H -1.7353 -0.7730 -2.9321
H -0.0088 -0.6663 -2.5811
H -2.5703 0.7132 0.8324
H -2.2811 -0.8253 0.0179
H -3.5595 0.2363 -0.5518
C -0.2761 -3.1923 5.0259
C 0.8426 -2.3704 4.5086
N 2.0261 -2.2844 5.0162
N 2.7028 -1.4225 4.1990
C 1.9732 -0.9715 3.1875
S 2.4779 0.1326 1.9845
N 0.7732 -1.5645 3.3751
N -0.2749 -1.3581 2.5056
H 0.0367 -3.6304 5.9701
H -0.5237 -4.0011 4.3360
H -1.1685 -2.5883 5.1941
H 3.6689 -1.2043 4.3936
H -0.9052 -0.6345 2.8391
H -0.7839 -2.2121 2.3128
Br -2.5870 -6.4794 -5.2139
C -1.7835 -5.3408 -3.9653
C -2.5923 -4.5902 -3.1123
C -2.0029 -3.7463 -2.1988
C -0.6077 -3.6355 -2.1509
C 0.1948 -4.4034 -3.0042
C -0.3953 -5.2601 -3.9094
C -0.0316 -2.7145 -1.2040
O 1.3174 -2.5359 -1.3324
O -0.6241 -2.1016 -0.3255
H -3.6678 -4.6820 -3.1721
H -2.6121 -3.1620 -1.5213
H 1.2729 -4.3392 -2.9501
H 0.2082 -5.8742 -4.5630
O 3.1030 -1.5180 -0.5182
C 1.9413 -1.5720 -0.5963
*
```

The largest force on an atom comes out at 2.58 eV Å⁻¹. As for the frontier orbital gap (alpha / beta): 5.4 / 5.4 eV. Its HOMO energy (alpha / beta) is -14.097 / -14.097 eV. The energy above the lowest of the compared OMol25 structures with the same formula, charge and spin is 53.1 kcal per mole. Its LUMO energy (alpha / beta) is -8.67 / -8.67 eV.



[3]
Computed, not measured: C6H16Si4 in the gas phase in a non-equilibrium geometry, with ωB97M-V with the def2-TZVPD basis set.

Geometry as ORCA input:
```
! RIJCOSX wB97M-V def2-TZVPD def2/J DEFGRID3
* xyz 0 1
C -1.6122 -1.1281 -0.7785
Si -1.4981 0.7770 -0.7286
C -1.5056 1.3904 1.0443
Si -0.0073 0.5646 1.8700
C -0.0132 -1.3413 1.7984
Si -0.0619 -1.9174 -0.0381
C 1.4602 -1.2808 -0.9905
Si 1.6588 0.5956 -0.7372
C 0.1105 1.4063 -1.4960
C 1.6386 1.1575 1.1277
H -1.7941 -1.3909 -1.8314
H -2.5146 -1.4264 -0.2405
H -2.7052 1.3780 -1.3352
H -1.3234 2.4627 0.9803
H -2.4637 1.2682 1.5538
H -0.0241 0.1141 0.4395
H -1.0424 -1.6506 2.0949
H 0.7127 -1.8203 2.4746
H -0.0396 -3.4038 -0.1781
H 2.3112 -1.8824 -0.6414
H 1.2980 -1.4336 -2.0560
H 2.9232 1.0266 -1.3816
H 0.1295 1.1562 -2.5444
H 0.0861 2.5076 -1.3641
H 1.8367 2.2283 1.2794
H 2.4397 0.6427 1.6787
*
```

The largest force on an atom comes out at 2.39 eV Å⁻¹. As for the frontier orbital gap: 7.4 eV. As for the structure (SMILES): C1[SiH]2C[SiH]3C[SiH]1C[SiH](C2)C3. Its HOMO energy is -7.814 eV. The energy above the lowest of the compared OMol25 structures with the same formula, charge and spin is 93.6 kcal per mole. Its LUMO energy is -0.38 eV.



[4]
Computed, not measured: a molecular structure, C14H16BBeBrCaCl6MgO16 in a non-equilibrium geometry, with ωB97M-V with the def2-TZVPD basis set.

Geometry as ORCA input:
```
! RIJCOSX wB97M-V def2-TZVPD def2/J DEFGRID3
* xyz 2 1
O 1.7776 1.8838 2.9691
C 0.9027 1.6127 3.6855
Cl 1.2051 0.3830 5.0707
C -0.5204 2.2932 3.4106
C -1.7457 1.8927 4.3730
C -2.4472 0.4828 4.1646
C -3.0704 0.8092 2.7455
O -3.2957 2.2520 2.6733
C -2.9127 2.7850 3.8385
O -3.3776 3.7470 4.4080
H -0.3695 3.3897 3.5072
H -0.7291 2.1127 2.3317
H -1.5175 2.1493 5.4261
H -3.3228 0.2755 4.8083
H -1.6156 -0.2408 4.1882
H -4.0196 0.2634 2.6199
H -2.3330 0.5691 1.9541
B -3.4807 -3.8723 0.4138
O -3.7796 -3.3183 -0.9115
C -4.9133 -3.8766 -1.3436
O -5.4350 -3.6451 -2.3849
C -5.4083 -4.8376 -0.2884
O -6.3910 -5.5011 -0.3472
O -4.5532 -4.8194 0.7375
O -2.1621 -4.5399 0.4337
C -1.4249 -3.9319 1.3312
O -0.2921 -4.2126 1.6262
C -2.2300 -2.8182 1.9464
O -1.8279 -2.0431 2.8458
O -3.4055 -2.7822 1.4409
C 4.2014 1.4011 -0.0040
Cl 3.7861 3.0279 0.5685
Cl 4.3647 1.4181 -1.7612
Cl 5.7251 0.8889 0.7304
Cl 2.9130 0.2631 0.4534
C 5.0435 0.2180 -4.6752
O 5.3998 1.0441 -5.7830
C 5.1149 0.5095 -6.9744
O 4.6031 -0.5684 -7.1574
O 5.4911 1.3707 -7.9169
C 5.2446 0.9269 -9.2545
H 5.3185 0.7526 -3.7670
H 3.9677 0.0361 -4.6597
H 5.5907 -0.7241 -4.7039
H 4.1782 0.7737 -9.4189
H 5.8003 0.0139 -9.4652
H 5.5915 1.7086 -9.9258
Be 1.0079 2.7028 5.7415
Cl -0.8208 -1.4879 0.7504
Mg -4.0861 5.5172 5.3687
O 1.7108 0.2351 -6.2953
H 2.6008 0.3046 -6.6631
H 1.1508 0.0800 -7.0634
O -5.6988 2.2586 7.0805
H -5.1897 2.9328 6.6381
Br -0.3128 -0.1844 6.8047
Ca -0.2818 -1.6864 4.1938
*
```

The largest force on an atom comes out at 3.51 eV Å⁻¹. As for the frontier orbital gap: 1.7 eV. Its HOMO energy is -13.485 eV. Its LUMO energy is -11.79 eV.



What did the fourth record say?
Computed, not measured: a molecular structure, C14H16BBeBrCaCl6MgO16 in a non-equilibrium geometry, with ωB97M-V with the def2-TZVPD basis set.

Geometry as ORCA input:
```
! RIJCOSX wB97M-V def2-TZVPD def2/J DEFGRID3
* xyz 2 1
O 1.7776 1.8838 2.9691
C 0.9027 1.6127 3.6855
Cl 1.2051 0.3830 5.0707
C -0.5204 2.2932 3.4106
C -1.7457 1.8927 4.3730
C -2.4472 0.4828 4.1646
C -3.0704 0.8092 2.7455
O -3.2957 2.2520 2.6733
C -2.9127 2.7850 3.8385
O -3.3776 3.7470 4.4080
H -0.3695 3.3897 3.5072
H -0.7291 2.1127 2.3317
H -1.5175 2.1493 5.4261
H -3.3228 0.2755 4.8083
H -1.6156 -0.2408 4.1882
H -4.0196 0.2634 2.6199
H -2.3330 0.5691 1.9541
B -3.4807 -3.8723 0.4138
O -3.7796 -3.3183 -0.9115
C -4.9133 -3.8766 -1.3436
O -5.4350 -3.6451 -2.3849
C -5.4083 -4.8376 -0.2884
O -6.3910 -5.5011 -0.3472
O -4.5532 -4.8194 0.7375
O -2.1621 -4.5399 0.4337
C -1.4249 -3.9319 1.3312
O -0.2921 -4.2126 1.6262
C -2.2300 -2.8182 1.9464
O -1.8279 -2.0431 2.8458
O -3.4055 -2.7822 1.4409
C 4.2014 1.4011 -0.0040
Cl 3.7861 3.0279 0.5685
Cl 4.3647 1.4181 -1.7612
Cl 5.7251 0.8889 0.7304
Cl 2.9130 0.2631 0.4534
C 5.0435 0.2180 -4.6752
O 5.3998 1.0441 -5.7830
C 5.1149 0.5095 -6.9744
O 4.6031 -0.5684 -7.1574
O 5.4911 1.3707 -7.9169
C 5.2446 0.9269 -9.2545
H 5.3185 0.7526 -3.7670
H 3.9677 0.0361 -4.6597
H 5.5907 -0.7241 -4.7039
H 4.1782 0.7737 -9.4189
H 5.8003 0.0139 -9.4652
H 5.5915 1.7086 -9.9258
Be 1.0079 2.7028 5.7415
Cl -0.8208 -1.4879 0.7504
Mg -4.0861 5.5172 5.3687
O 1.7108 0.2351 -6.2953
H 2.6008 0.3046 -6.6631
H 1.1508 0.0800 -7.0634
O -5.6988 2.2586 7.0805
H -5.1897 2.9328 6.6381
Br -0.3128 -0.1844 6.8047
Ca -0.2818 -1.6864 4.1938
*
```

The largest force on an atom comes out at 3.51 eV Å⁻¹. As for the frontier orbital gap: 1.7 eV. Its HOMO energy is -13.485 eV. Its LUMO energy is -11.79 eV.



What did the third record say?
Computed, not measured: C6H16Si4 in the gas phase in a non-equilibrium geometry, with ωB97M-V with the def2-TZVPD basis set.

Geometry as ORCA input:
```
! RIJCOSX wB97M-V def2-TZVPD def2/J DEFGRID3
* xyz 0 1
C -1.6122 -1.1281 -0.7785
Si -1.4981 0.7770 -0.7286
C -1.5056 1.3904 1.0443
Si -0.0073 0.5646 1.8700
C -0.0132 -1.3413 1.7984
Si -0.0619 -1.9174 -0.0381
C 1.4602 -1.2808 -0.9905
Si 1.6588 0.5956 -0.7372
C 0.1105 1.4063 -1.4960
C 1.6386 1.1575 1.1277
H -1.7941 -1.3909 -1.8314
H -2.5146 -1.4264 -0.2405
H -2.7052 1.3780 -1.3352
H -1.3234 2.4627 0.9803
H -2.4637 1.2682 1.5538
H -0.0241 0.1141 0.4395
H -1.0424 -1.6506 2.0949
H 0.7127 -1.8203 2.4746
H -0.0396 -3.4038 -0.1781
H 2.3112 -1.8824 -0.6414
H 1.2980 -1.4336 -2.0560
H 2.9232 1.0266 -1.3816
H 0.1295 1.1562 -2.5444
H 0.0861 2.5076 -1.3641
H 1.8367 2.2283 1.2794
H 2.4397 0.6427 1.6787
*
```

The largest force on an atom comes out at 2.39 eV Å⁻¹. As for the frontier orbital gap: 7.4 eV. As for the structure (SMILES): C1[SiH]2C[SiH]3C[SiH]1C[SiH](C2)C3. Its HOMO energy is -7.814 eV. The energy above the lowest of the compared OMol25 structures with the same formula, charge and spin is 93.6 kcal per mole. Its LUMO energy is -0.38 eV.